Here is a molecular structure, C18H27N2Si2Sn from the OMol25 dataset. Energies are from ωB97M-V/def2-TZVPD.

Properties
Relative energy (zero: lowest compared OMol25 entry of this formula, charge and spin) (kJ/mol): 66.3
Kohn-Sham gap (eV): 6.33
Maximum force (eV Å⁻¹): 0.89

Structure (ORCA input):
```
! RIJCOSX wB97M-V def2-TZVPD def2/J DEFGRID3
* xyz -1 1
Sn 0.4079 -1.2353 -0.4390
C 1.9961 3.4093 -2.0056
Si 2.1989 1.5079 -1.8344
C 4.0858 1.1228 -1.7944
C 1.6054 0.8420 -3.5096
N 1.3453 0.7890 -0.5296
C 1.4883 1.2637 0.7664
C 2.4015 2.2500 1.0983
C 2.5484 2.7294 2.3887
C 1.7664 2.2047 3.3929
C 0.8621 1.1998 3.0917
C 0.7084 0.7026 1.8070
N -0.1272 -0.3642 1.5292
Si -1.3770 -0.9947 2.5249
C -3.0927 -0.3660 1.9618
C -1.2757 -2.9031 2.4245
C -1.4654 -0.7033 4.4244
H 2.4467 3.7643 -2.9291
H 2.4580 3.9495 -1.1865
H 0.9450 3.6807 -2.0203
H 4.6022 1.4436 -2.6963
H 4.2353 0.0511 -1.6924
H 4.5778 1.5998 -0.9519
H 2.3168 1.0857 -4.2916
H 0.6538 1.2776 -3.7867
H 1.4958 -0.2354 -3.4847
H 3.0557 2.6314 0.3346
H 3.2852 3.4952 2.5964
H 1.8696 2.5423 4.4157
H 0.2911 0.7564 3.8850
H -3.1941 -0.4344 0.8850
H -3.2230 0.6754 2.2431
H -3.8957 -0.9363 2.4199
H -1.3177 -3.2410 1.3938
H -2.0884 -3.3797 2.9674
H -0.3399 -3.2586 2.8478
H -1.6785 0.3370 4.6570
H -0.5510 -0.9925 4.9349
H -2.2746 -1.2979 4.8449
C -3.2093 -2.8455 -3.5430
C -2.2911 -1.9163 -3.9992
C -1.4767 -1.2476 -3.1002
C -1.5240 -1.4746 -1.7225
C -2.4901 -2.3911 -1.2976
C -3.3145 -3.0666 -2.1797
H -3.8303 -3.3975 -4.2397
H -2.2017 -1.7326 -5.0639
H -0.7745 -0.5223 -3.4831
H -2.6012 -2.5827 -0.2382
H -4.0333 -3.7920 -1.8158
*
```